This record from the Open Molecules 2025 dataset describes 2 unconnected molecules or ions with the total composition C6H11ClN2 at a distorted geometry. The level of theory is ωB97M-V/def2-TZVPD.

Last column: Mulliken charge in e.
Cartesian coordinates (Å):
C: -0.27831 -2.06106 2.26223  -1.083
C: 0.03900 -2.33552 0.74232  -0.462
N: 0.22341 -0.94944 0.18101  0.155
C: 1.43491 -0.35997 -0.04555  -0.376
C: 1.10673 1.00285 -0.50649  -0.240
N: -0.29303 1.17821 -0.47494  0.137
C: -0.78330 -0.08484 -0.15112  -0.240
C: -1.13477 2.24354 -0.93465  -0.814
H: -1.23085 -1.60312 2.52881  0.341
H: 0.44839 -1.42044 2.76184  0.341
H: -0.30792 -2.98361 2.84199  0.373
H: -0.83923 -2.83033 0.32764  0.271
H: 0.86226 -3.03411 0.59295  0.353
H: 2.39753 -0.84319 -0.12471  0.398
H: 1.75496 1.80533 -0.82621  0.438
H: -1.83847 -0.31354 -0.12452  0.380
H: -1.39697 2.83840 -0.05973  0.326
H: -1.98033 1.92521 -1.54440  0.356
H: -0.41595 2.84244 -1.49386  0.344
Cl: 2.23192 4.98318 -5.95261  -0.997

For the relative energy (zero: lowest compared OMol25 entry of this formula, charge and spin), the calculation gives 65.5 kcal/mol. The frontier orbital gap comes out at 3.71 eV. The calculation puts the HOMO energy at -0.1911 Eh. The molecular weight is 146.6 g/mol.

=====

This record from the Open Molecules 2025 dataset describes 11 unconnected molecules or ions with the total composition C4H30O11 at a distorted geometry. The level of theory is ωB97M-V/def2-TZVPD.

Last column: Mulliken charge in e.
Cartesian coordinates (Å):
C: -0.84019 0.02782 0.14475  -1.044
C: 0.61032 0.36008 0.33775  0.401
O: 0.87550 1.72593 -0.09553  -0.613
H: -1.17596 0.25225 -0.87037  0.216
H: -1.38041 0.70993 0.80455  0.329
H: -1.08948 -1.00214 0.36164  0.181
H: 1.33417 -0.35772 -0.05451  0.319
H: 0.83978 0.36607 1.41356  -0.117
H: 1.69125 1.69428 -0.60347  0.186
C: 0.88289 -1.29993 -3.16846  -0.706
C: 1.37572 -2.53237 -2.44197  -0.282
O: 0.76474 -2.69159 -1.17642  -0.514
H: -0.19987 -1.35871 -3.37738  0.214
H: 1.30005 -1.17073 -4.16957  0.388
H: 0.98732 -0.40264 -2.55830  0.034
H: 2.44611 -2.43383 -2.26461  0.267
H: 1.23776 -3.42778 -3.06127  0.318
H: -0.18257 -2.53572 -1.27466  0.289
O: -3.19762 2.91731 2.21284  -0.626
H: -2.65018 3.13454 1.44530  0.342
H: -3.23134 3.72857 2.72684  0.310
O: 0.01873 2.30479 3.48159  -0.669
H: -0.86452 2.37445 3.10025  0.373
H: 0.27498 1.39841 3.29202  0.312
O: 2.43924 2.51760 -2.66738  -0.613
H: 2.74838 3.24417 -2.11407  0.316
H: 2.97970 2.57513 -3.46306  0.298
O: 1.29179 -1.59893 3.90997  -0.623
H: 1.37922 -2.54395 4.07045  0.293
H: 2.06453 -1.36327 3.38775  0.306
O: -2.21429 -2.43158 -1.63307  -0.542
H: -2.30547 -1.97761 -2.47781  0.276
H: -2.79735 -3.19548 -1.70129  0.270
O: -1.31789 -0.37530 3.63261  -0.622
H: -1.73945 -0.55606 2.78157  0.319
H: -0.58152 -1.00337 3.68058  0.348
O: -1.20961 3.47862 0.17544  -0.662
H: -1.19552 4.13740 -0.52281  0.263
H: -0.49748 2.84569 -0.03455  0.428
O: 3.79551 -0.27634 -1.82256  -0.594
H: 3.95501 -0.00166 -0.91462  0.291
H: 3.42534 0.50383 -2.25478  0.315
O: -3.38961 -1.54013 1.33652  -0.594
H: -3.72674 -2.28639 1.84218  0.310
H: -2.93099 -1.93365 0.58434  0.311

For the relative energy (zero: lowest compared OMol25 entry of this formula, charge and spin), the calculation gives 45.5 kcal/mol. The frontier orbital gap comes out at 9.90 eV. The calculation puts the HOMO energy at -0.3651 Eh. Its SMILES is CCO.CCO.O.O.O.O.O.O.O.O.O. The molecular weight is 254.3 g/mol.

=====

This record from the Open Molecules 2025 dataset describes a molecular structure, C3H17BeO6 at a distorted geometry. The level of theory is ωB97M-V/def2-TZVPD.

Last column: Mulliken charge in e.
Cartesian coordinates (Å):
Be: 0.27878 -0.64681 -0.97804  -0.153
C: -1.99722 0.02519 0.91096  -1.675
C: -0.63522 0.33419 1.41896  0.971
C: -0.19222 -0.56581 2.55396  -1.317
O: 0.20078 0.12219 0.32696  -0.448
H: -2.08222 -0.98581 0.57496  0.242
H: -2.50022 0.76219 0.26296  0.290
H: -2.65522 0.10019 1.72196  0.556
H: -0.56322 1.40919 1.68996  0.368
H: -0.03022 -1.59781 2.18196  0.171
H: -0.99922 -0.67481 3.24596  0.442
H: 0.68078 -0.15481 3.07996  0.277
O: 1.74378 -0.63781 -1.80504  -0.324
H: 2.07878 0.13719 -2.30404  0.370
H: 2.56878 -0.79581 -1.25204  0.386
O: 0.21278 -2.31381 -0.68904  -0.250
H: -0.27522 -2.80681 -0.05004  0.325
H: 1.01478 -2.83181 -0.95104  0.339
O: 0.83778 1.90519 -1.62104  -0.571
H: 0.18678 2.27819 -1.00804  0.291
H: 0.45578 2.08919 -2.48104  0.279
O: 1.66578 2.26019 1.16996  -0.650
H: 1.12878 1.59819 0.74796  0.376
H: 2.41178 2.31419 0.52596  0.323
O: -1.03922 -0.54181 -2.05504  -0.309
H: -0.95522 -1.03281 -2.90004  0.347
H: -1.54122 0.25119 -2.31804  0.344

For the relative energy (zero: lowest compared OMol25 entry of this formula, charge and spin), the calculation gives 8.3 kcal/mol. The frontier orbital gap comes out at 8.91 eV. The calculation puts the HOMO energy at -0.4710 Eh. Its net charge is +1. The molecular weight is 158.2 g/mol.

=====

This record from the Open Molecules 2025 dataset describes 3 unconnected molecules or ions with the total composition C19H30N3O6 at a distorted geometry. The level of theory is ωB97M-V/def2-TZVPD.

Last column: Mulliken charge in e.
Cartesian coordinates (Å):
C: -2.67036 -9.20891 -0.93522  -0.331
C: -1.51783 -8.66016 -0.57655  -0.037
N: -0.33155 -7.80378 -0.32023  -0.126
C: -0.30723 -6.60880 -1.18021  0.206
N: -1.26662 -6.39407 -2.12217  -0.287
N: 0.72326 -5.52582 -1.05705  -0.293
C: 1.19186 -5.37696 0.36415  -0.880
C: 0.14388 -4.65815 1.34936  0.806
C: -1.37166 -5.03851 1.54614  0.202
C: -2.34921 -4.29335 2.56418  -0.863
C: -1.76243 -3.12421 3.44432  0.659
C: -2.71963 -2.37482 4.52806  -1.061
C: -0.22648 -2.69303 3.29737  -0.679
C: 0.69065 -3.45560 2.25791  -0.598
H: -3.47428 -9.87819 -1.43279  0.365
H: -0.39997 -7.54900 0.69436  0.397
H: -0.93395 -6.10244 -3.05978  0.277
H: -2.28367 -6.43365 -1.93353  0.275
H: 1.55685 -5.89196 -1.58389  0.353
H: 2.13359 -4.68672 0.33109  0.396
H: 1.58083 -6.37452 0.83571  0.399
H: -1.84153 -5.91026 0.94675  0.065
H: -3.45893 -4.58432 2.67155  0.289
H: -2.33201 -1.28756 4.62423  0.315
H: -2.71401 -2.91320 5.56402  0.282
H: -3.77818 -2.34439 4.08201  0.318
H: 0.23016 -1.84680 3.95225  0.300
H: 1.79327 -3.15430 2.14940  0.240
C: -1.78548 -0.85422 -0.98133  -1.256
C: -0.51358 -0.74213 -0.15479  0.183
O: 0.34527 0.28630 -0.66112  -0.395
C: -0.03887 1.55338 -0.39987  0.740
O: -1.02743 1.88287 0.21534  -0.554
O: 0.85211 2.38303 -0.96951  -0.324
C: 0.50133 3.76280 -0.86340  -0.607
H: -1.54360 -1.00320 -2.03679  0.318
H: -2.39820 -1.68739 -0.63214  0.351
H: -2.38166 0.05957 -0.91824  0.353
H: 0.04166 -1.68138 -0.22734  0.158
H: -0.73169 -0.57472 0.90422  0.246
H: 0.32903 4.04915 0.17686  0.289
H: -0.38301 3.96849 -1.47211  0.287
H: 1.33251 4.35398 -1.25023  0.218
C: 4.38115 8.15872 -2.18602  -1.106
C: 3.08308 7.83718 -2.91061  -0.182
O: 2.02066 7.57880 -1.98369  -0.280
C: 1.50605 8.65983 -1.36273  0.704
O: 1.85957 9.80551 -1.52161  -0.555
O: 0.55303 8.23591 -0.51275  -0.293
C: 0.00152 9.27503 0.29447  -0.647
H: 4.63419 7.36110 -1.48302  0.284
H: 5.19836 8.28171 -2.89857  0.363
H: 4.29306 9.07925 -1.60353  0.318
H: 3.21904 6.92415 -3.49644  0.293
H: 2.80056 8.63160 -3.60773  0.300
H: -0.37668 10.09564 -0.31995  0.295
H: 0.75446 9.63627 0.99991  0.296
H: -0.83127 8.85623 0.86123  0.216

For the relative energy (zero: lowest compared OMol25 entry of this formula, charge and spin), the calculation gives 176.0 kcal/mol. The frontier orbital gap comes out at 6.30 eV. The calculation puts the HOMO energy at -0.4238 Eh. Its net charge is +1. The molecular weight is 396.5 g/mol.